<A>
One molecule with the formula C4H9N3O2. Source: the Open Molecules 2025 dataset; level of theory: wB97M-V/def2-TZVPD.

Results
- HOMO-LUMO gap: 0.36517 hartree
- Structure (SMILES): CN[C@@H](O)[C@]1(N)NC1=O

Last column: Löwdin charge in e.
Element x y z (Å)
1 C 2.42 0.36 -0.15  -0.11
2 N -1.11 0.65 -1.41  0.17
3 N 1.01 0.53 0.17  -0.07
4 C -1.01 1.29 -0.20  -0.45
5 C -1.16 -0.23 -0.20  -0.41
6 N -2.33 -0.94 0.12  0.12
7 C 0.14 -0.80 0.28  -0.30
8 O 0.10 -1.34 1.55  0.02
9 O -1.37 2.30 0.34  0.09
10 H -0.56 -0.84 2.06  0.11
11 H -0.38 0.62 -2.11  0.12
12 H 0.93 1.07 1.03  0.12
13 H -2.48 -1.74 -0.48  0.09
14 H -3.14 -0.33 0.10  0.09
15 H 0.59 -1.53 -0.40  0.15
16 H 2.94 -0.17 0.66  0.08
17 H 2.88 1.34 -0.30  0.08
18 H 2.52 -0.23 -1.06  0.08

<B>
C4H9N3O2 as an isolated structure. Source: the Open Molecules 2025 dataset; level of theory: wB97M-V/def2-TZVPD.

Results
- HOMO-LUMO gap: 0.30907 hartree

Last column: Löwdin charge in e.
Element x y z (Å)
1 C -2.19 0.96 0.06  0.02
2 C -0.96 0.46 0.77  -0.49
3 C 0.63 0.77 -0.81  -0.18
4 N 1.43 1.68 -0.48  0.06
5 O -0.45 0.95 1.75  0.08
6 H 1.56 1.69 0.55  0.04
7 H 0.35 0.68 -1.87  0.08
8 H -2.30 0.51 -0.92  0.09
9 H -2.14 2.04 -0.03  0.10
10 H -3.05 0.68 0.67  0.10
11 C 0.50 -1.01 0.05  -0.62
12 N 0.71 -1.89 -1.00  0.15
13 N 1.47 -1.04 1.03  0.15
14 O -0.78 -0.98 0.49  0.01
15 H 2.41 -0.86 0.68  0.10
16 H -0.06 -1.95 -1.64  0.11
17 H 1.65 -2.25 -1.09  0.11
18 H 1.23 -0.42 1.80  0.09

<C>
One molecule with the formula C4H9N3O2. Source: the Open Molecules 2025 dataset; level of theory: wB97M-V/def2-TZVPD.

Results
- HOMO-LUMO gap: 0.29324 hartree
- Structure (SMILES): CC(=O)OC(N)=C(N)N

Last column: Löwdin charge in e.
Element x y z (Å)
1 C 0.39 0.90 0.32  -0.42
2 C -1.57 -1.38 -0.60  0.01
3 C 1.02 -0.30 -0.04  -0.42
4 C -0.91 -1.01 0.70  -0.43
5 N 0.41 1.95 -0.63  0.07
6 N 0.35 1.33 1.66  0.08
7 N 1.77 -0.47 -1.15  0.18
8 O 0.60 -1.39 0.62  0.03
9 O -1.45 -0.98 1.78  0.09
10 H -0.46 1.99 -1.15  0.08
11 H 0.51 2.83 -0.14  0.08
12 H -0.60 1.22 2.03  0.08
13 H 0.93 0.73 2.25  0.09
14 H 2.10 0.39 -1.57  0.10
15 H 2.19 -1.37 -1.31  0.11
16 H -1.55 -2.47 -0.73  0.09
17 H -2.62 -1.07 -0.57  0.09
18 H -1.11 -0.91 -1.47  0.08

<D>
One molecule with the formula C4H9N3O2. Source: the Open Molecules 2025 dataset; level of theory: wB97M-V/def2-TZVPD.

Results
- HOMO-LUMO gap: 0.29083 hartree
- Structure (SMILES): CO/C(N)=C(\N)C(N)=O

Last column: Löwdin charge in e.
Element x y z (Å)
1 C 2.22 0.60 -0.98  -0.07
2 C -0.52 -0.26 1.07  -0.17
3 C -1.68 -0.19 -0.03  -0.48
4 C 0.34 0.63 0.45  -0.37
5 N -0.01 -1.46 1.56  0.07
6 N -2.06 -1.42 -0.49  0.14
7 N 0.04 1.96 0.30  0.16
8 O 1.65 0.26 0.28  -0.10
9 O -2.29 0.82 -0.32  0.00
10 H -0.46 -2.34 1.42  0.07
11 H 1.02 -1.49 1.57  0.10
12 H -1.86 -2.22 0.08  0.07
13 H -2.99 -1.44 -0.91  0.11
14 H 0.41 2.44 -0.50  0.09
15 H -0.97 2.12 0.39  0.10
16 H 2.38 1.68 -1.06  0.08
17 H 1.59 0.24 -1.81  0.11
18 H 3.19 0.09 -1.01  0.09

If we sort the structures by their calculated energies, the order from most to least stable is <C>, <D>, <B>, <A>.

<A>
A 2-piece molecular cluster, C4H9N3O2 overall. Source: the Open Molecules 2025 dataset; level of theory: wB97M-V/def2-TZVPD.

Results
- HOMO-LUMO gap: 0.33842 hartree
- Structure (SMILES): [H]/N=N\C(C)=O.CC(N)=O

Last column: Löwdin charge in e.
Element x y z (Å)
1 C -0.46 2.29 1.76  0.01
2 C -0.25 0.96 1.05  -0.52
3 N -0.05 1.15 -0.28  0.02
4 N -0.69 1.43 -1.28  0.17
5 O -0.05 -0.08 1.64  0.05
6 H -1.71 1.29 -1.21  0.09
7 H -0.23 3.15 1.12  0.08
8 H -1.50 2.35 2.08  0.09
9 H 0.16 2.32 2.65  0.08
10 C -0.50 -2.08 -0.98  -0.01
11 C 0.79 -1.25 -1.28  -0.63
12 N 1.72 -1.35 -0.29  0.15
13 O 1.06 -0.86 -2.40  0.02
14 H 1.43 -1.55 0.65  0.08
15 H 2.63 -0.94 -0.47  0.11
16 H -0.88 -1.82 0.01  0.05
17 H -0.24 -3.14 -0.98  0.08
18 H -1.24 -1.88 -1.76  0.07

<B>
One molecule with the formula C4H9N3O2. Source: the Open Molecules 2025 dataset; level of theory: wB97M-V/def2-TZVPD.

Results
- HOMO-LUMO gap: 0.35379 hartree
- Structure (SMILES): C/N=C(\N)CNC(=O)O

Last column: Löwdin charge in e.
Element x y z (Å)
1 C -0.03 -0.57 1.60  -0.10
2 C 1.78 0.19 -1.73  -0.15
3 N -0.74 0.62 1.85  0.02
4 C -1.74 0.82 0.83  -0.60
5 C 0.24 -0.53 -0.08  -0.41
6 N -0.24 -1.60 -0.77  0.14
7 O -1.75 2.06 0.32  0.12
8 N 1.10 0.34 -0.45  -0.01
9 O -2.56 -0.02 0.56  0.12
10 H -0.87 2.48 0.42  0.12
11 H -0.14 1.41 2.03  0.12
12 H -1.15 -1.93 -0.50  0.09
13 H -0.02 -1.67 -1.75  0.09
14 H -0.69 -1.43 1.71  0.10
15 H 0.91 -0.62 2.16  0.12
16 H 1.07 0.28 -2.57  0.08
17 H 2.54 0.97 -1.81  0.06
18 H 2.29 -0.79 -1.82  0.08

If we sort the structures by their calculated energies, the order from most to least stable is <B>, <A>.

<A>
A 2-piece molecular cluster, C15H18O overall. Source: the Open Molecules 2025 dataset; level of theory: wB97M-V/def2-TZVPD.

Results
- HOMO-LUMO gap: 0.33400 hartree
- Structure (SMILES): CCc1ccc(O)cc1.Cc1ccccc1

Last column: Löwdin charge in e.
Element x y z (Å)
1 C -3.32 -2.63 -3.64  -0.08
2 C -0.57 -0.98 -0.96  -0.09
3 C -1.37 0.02 -1.62  -0.03
4 C -0.51 -2.38 -1.10  -0.04
5 C -2.28 -0.60 -2.55  -0.05
6 C -1.56 -2.82 -1.96  -0.09
7 C -2.37 -1.98 -2.62  -0.34
8 H 0.16 -0.50 -0.42  0.04
9 H -1.35 1.04 -1.47  0.06
10 H 0.02 -3.04 -0.42  0.10
11 H -2.76 0.13 -3.29  0.13
12 H -1.65 -3.92 -1.98  0.12
13 H -3.68 -3.49 -3.05  0.06
14 H -2.64 -3.04 -4.54  0.12
15 H -4.29 -2.17 -4.03  0.09
16 C 2.56 0.15 3.40  -0.29
17 C 2.01 -1.15 3.80  -0.14
18 C 1.95 0.73 2.19  -0.22
19 C 0.58 1.13 2.33  -0.06
20 C 2.57 1.31 1.03  -0.04
21 C -0.14 1.80 1.36  -0.05
22 C 2.03 2.15 0.06  0.01
23 C 0.61 2.34 0.27  -0.30
24 O -0.11 3.22 -0.56  -0.03
25 H 2.52 0.90 4.25  0.13
26 H 3.64 -0.11 3.25  0.12
27 H 0.99 -1.28 3.67  0.04
28 H 0.07 1.01 3.39  0.16
29 H 3.53 1.12 0.86  0.06
30 H -1.20 2.23 1.26  0.14
31 H 2.58 2.55 -0.81  0.12
32 H -1.00 3.41 -0.13  0.12
33 H 2.15 -1.35 4.90  0.09
34 H 2.60 -1.89 3.13  0.11

<B>
A 2-piece molecular cluster, C15H18O overall. Source: the Open Molecules 2025 dataset; level of theory: wB97M-V/def2-TZVPD.

Results
- HOMO-LUMO gap: 0.33553 hartree
- Structure (SMILES): CCc1ccc(O)cc1.Cc1ccccc1

Last column: Löwdin charge in e.
Element x y z (Å)
1 C 2.78 2.10 -0.64  -0.22
2 C 3.82 2.35 -1.75  -0.10
3 C 2.02 0.81 -0.75  -0.26
4 C 0.68 0.80 -1.17  -0.04
5 C 2.67 -0.40 -0.60  -0.04
6 C -0.02 -0.39 -1.24  -0.03
7 C 2.02 -1.61 -0.88  -0.02
8 C 0.66 -1.60 -1.09  -0.34
9 O -0.12 -2.71 -1.22  0.05
10 H 3.20 2.21 0.36  0.11
11 H 2.11 2.96 -0.62  0.10
12 H 3.69 3.35 -2.15  0.07
13 H 0.17 1.74 -1.31  0.12
14 H 3.69 -0.40 -0.23  0.12
15 H -1.00 -0.37 -1.70  0.13
16 H 2.62 -2.48 -1.06  0.11
17 H 0.39 -3.52 -1.11  0.10
18 H 3.90 1.61 -2.55  0.07
19 H 4.83 2.25 -1.36  0.06
20 C -0.51 0.17 2.01  -0.06
21 C -2.89 0.71 1.48  -0.05
22 C -1.88 -0.25 1.50  -0.29
23 C -4.17 0.31 1.14  -0.09
24 C -4.38 -0.97 0.65  -0.10
25 C -2.19 -1.59 1.39  -0.06
26 C -3.42 -1.95 0.85  -0.08
27 H -2.74 1.73 1.80  0.11
28 H -4.97 1.02 1.20  0.09
29 H 0.21 -0.63 1.84  0.07
30 H -0.59 0.29 3.08  0.07
31 H -5.30 -1.27 0.17  0.09
32 H -1.56 -2.38 1.77  0.12
33 H -3.69 -2.96 0.58  0.10
34 H -0.04 1.07 1.62  0.07

If we sort the structures by their calculated energies, the order from most to least stable is <B>, <A>.

<A>
A 2-piece molecular cluster, C2H6O overall. Source: the Open Molecules 2025 dataset; level of theory: wB97M-V/def2-TZVPD.

Results
- HOMO-LUMO gap: 0.41273 hartree
- Structure (SMILES): C=C.O

Last column: Löwdin charge in e.
Element x y z (Å)
1 C -1.27 1.17 0.77  -0.06
2 C -0.62 0.69 -0.28  -0.09
3 O 1.94 -1.58 -0.30  -0.06
4 H -1.92 0.61 1.31  0.01
5 H 1.20 -1.38 -0.81  -0.04
6 H -1.10 2.22 1.07  0.06
7 H 0.30 1.16 -0.80  0.09
8 H -0.63 -0.34 -0.46  0.01
9 H 2.10 -2.56 -0.51  0.08

<B>
A 2-piece molecular cluster, C2H6O overall. Source: the Open Molecules 2025 dataset; level of theory: wB97M-V/def2-TZVPD.

Results
- HOMO-LUMO gap: 0.41091 hartree
- Structure (SMILES): C=C.O

Last column: Löwdin charge in e.
Element x y z (Å)
1 C 0.00 0.00 0.00  -0.08
2 C 0.76 0.09 1.11  -0.08
3 H 0.21 -0.88 -0.62  0.03
4 H -0.86 0.62 -0.26  0.05
5 H 1.47 -0.70 1.39  0.05
6 H 0.57 0.89 1.84  0.04
7 O -0.91 -2.94 -3.13  -0.09
8 H -0.28 -2.54 -2.49  0.03
9 H -1.66 -3.25 -2.59  0.05

If we sort the structures by their calculated energies, the order from most to least stable is <B>, <A>.

<A>
A 2-piece molecular cluster, C2H6O overall. Source: the Open Molecules 2025 dataset; level of theory: wB97M-V/def2-TZVPD.

Results
- HOMO-LUMO gap: 0.40510 hartree
- Structure (SMILES): C=C.O

Last column: Löwdin charge in e.
Element x y z (Å)
1 C 0.23 0.20 -0.87  -0.07
2 C 0.03 1.47 -1.39  -0.07
3 H -0.02 0.00 0.18  0.02
4 H 0.66 -0.62 -1.46  0.04
5 H -0.39 2.29 -0.79  0.04
6 H 0.35 1.70 -2.41  0.04
7 O -0.28 -1.60 2.64  -0.09
8 H -0.89 -1.24 1.96  0.03
9 H 0.31 -2.21 2.14  0.05

<B>
One molecule with the formula C2H6O. Source: the Open Molecules 2025 dataset; level of theory: wB97M-V/def2-TZVPD.

Results
- HOMO-LUMO gap: 0.40041 hartree
- Structure (SMILES): COC

Last column: Löwdin charge in e.
Element x y z (Å)
1 C 1.16 -0.13 0.01  -0.14
2 C -1.23 -0.05 0.05  -0.19
3 H 1.40 0.50 -0.93  0.09
4 H 2.06 -0.80 0.21  0.09
5 H 1.32 0.76 0.78  0.11
6 H -1.46 0.40 1.02  0.07
7 H -2.20 -0.65 -0.40  0.14
8 H -0.94 0.78 -0.76  0.11
9 O -0.11 -0.81 0.02  -0.27

If we sort the structures by their calculated energies, the order from most to least stable is <A>, <B>.

<A>
One molecule with the formula C2H6O. Source: the Open Molecules 2025 dataset; level of theory: wB97M-V/def2-TZVPD.

Results
- HOMO-LUMO gap: 0.29666 hartree

Last column: Löwdin charge in e.
Element x y z (Å)
1 C 0.40 0.48 0.94  -0.09
2 C -0.61 -1.11 -0.67  -0.03
3 O -0.25 0.50 -0.34  -0.22
4 H -0.37 0.20 1.65  0.09
5 H 1.18 -0.29 0.94  0.09
6 H 0.80 1.48 1.15  0.09
7 H -1.58 -0.92 -1.16  -0.03
8 H 0.10 -1.23 -1.51  -0.03
9 H 0.34 0.89 -1.01  0.13

<B>
A 2-piece molecular cluster, C2H6O overall. Source: the Open Molecules 2025 dataset; level of theory: wB97M-V/def2-TZVPD.

Results
- HOMO-LUMO gap: 0.40382 hartree
- Structure (SMILES): C=C.O

Last column: Löwdin charge in e.
Element x y z (Å)
1 C -1.03 0.64 0.77  -0.09
2 C -1.70 0.40 -0.33  -0.10
3 H -1.41 1.28 1.58  0.05
4 H -0.02 0.22 0.89  0.04
5 H -2.66 0.91 -0.47  0.05
6 H -1.34 -0.24 -1.14  0.05
7 O 2.67 -0.69 -0.54  -0.09
8 H 2.19 -1.48 -0.87  0.05
9 H 3.32 -1.04 0.11  0.05

If we sort the structures by their calculated energies, the order from most to least stable is <B>, <A>.